# 1
{"formula": "C16H21N3O5S", "method": "ωB97M-V with the def2-TZVPD basis set", "elements": ["C", "C", "O", "C", "C", "C", "N", "N", "C", "N", "C", "O", "C", "C", "C", "O", "C", "C", "O", "C", "C", "O", "C", "C", "S", "H", "H", "H", "H", "H", "H", "H", "H", "H", "H", "H", "H", "H", "H", "H", "H", "H", "H", "H", "H", "H"], "positions_angstrom": [[-5.9320, -1.3654, 0.4974], [-5.3501, -1.4325, -0.9126], [-3.9456, -1.6008, -0.9619], [-3.1628, -0.5801, -0.4036], [-3.2281, 0.7526, -1.1823], [-2.2569, 1.7142, -0.6201], [-2.5549, 2.6751, 0.1724], [-1.5192, 3.3732, 0.6152], [-0.3808, 2.9494, 0.1800], [0.7938, 3.5720, 0.4745], [2.0974, 3.1051, 0.3753], [3.0097, 3.8993, 0.3465], [2.2725, 1.6396, 0.3576], [1.5153, 0.8109, 1.1831], [1.7307, -0.5541, 1.1618], [1.0407, -1.4559, 1.9094], [0.0010, -0.9864, 2.7316], [2.7193, -1.1191, 0.3218], [2.7865, -2.4692, 0.4127], [3.7727, -3.2141, -0.2655], [3.4962, -0.2693, -0.4833], [4.4548, -0.8347, -1.2826], [5.2743, 0.0111, -2.0537], [3.2657, 1.1005, -0.4464], [-0.5216, 1.5720, -0.9170], [-7.0143, -1.4402, 0.4403], [-5.5537, -2.1908, 1.0958], [-5.6806, -0.4281, 0.9882], [-5.7321, -2.3177, -1.4274], [-5.6539, -0.5448, -1.4843], [-3.4305, -0.3948, 0.6453], [-2.1401, -0.9685, -0.4402], [-4.2234, 1.1902, -1.0965], [-3.0061, 0.5536, -2.2323], [0.7056, 4.5530, 0.7176], [0.7843, 1.2429, 1.8473], [-0.4326, -1.8745, 3.1882], [0.3743, -0.3222, 3.5182], [-0.7701, -0.4661, 2.1529], [4.7806, -2.9133, 0.0275], [3.5992, -4.2465, 0.0377], [3.6714, -3.1306, -1.3492], [4.6945, 0.5682, -2.7960], [5.8355, 0.7107, -1.4272], [5.9695, -0.6528, -2.5657], [3.8441, 1.7787, -1.0507]], "forces_ev_per_angstrom": [[0.3092, 0.0262, -0.3248], [-0.2321, -0.0576, 0.0574], [0.0413, -0.1292, -0.0707], [0.0873, 0.1646, -0.0635], [-0.1857, -0.5739, 0.1011], [0.7943, -0.1259, -0.4242], [-1.4196, -0.5066, -0.2699], [1.2150, 0.9974, 0.7111], [-0.4668, -1.1694, -0.8022], [0.3998, 0.6818, 0.3126], [-0.1380, 0.2344, 0.0493], [0.1153, -0.0326, -0.0488], [0.3124, -0.5524, 0.0770], [0.1965, 0.0017, 0.1094], [0.1152, -0.1249, -0.0635], [0.3349, 0.0156, -0.2899], [-0.1949, 0.1103, 0.1550], [-0.1384, -0.1308, 0.1546], [-0.1962, 0.5113, 0.0542], [0.3420, -0.4063, -0.2269], [0.0041, -0.0726, -0.0100], [-0.3813, -0.1150, 0.3240], [0.1451, 0.1260, -0.1365], [-0.1384, 0.1532, -0.0079], [-0.7452, 0.6963, 0.4703], [-0.1281, 0.0163, 0.0249], [0.0052, -0.0787, 0.0834], [-0.0234, 0.0694, 0.1048], [-0.0527, 0.1627, 0.0071], [0.0077, -0.1015, -0.0076], [0.0787, 0.0024, -0.0534], [-0.0623, 0.1083, 0.1147], [0.0588, 0.0537, -0.0613], [-0.0973, 0.0054, -0.0194], [0.0774, -0.1382, -0.0544], [-0.1000, -0.0279, 0.0448], [-0.0027, 0.0894, -0.0010], [-0.0149, -0.0117, -0.0450], [0.0383, 0.0050, 0.0089], [-0.0852, -0.0356, -0.0234], [0.0293, 0.0671, -0.0279], [0.0150, -0.0263, 0.1114], [0.0210, -0.0050, 0.0390], [-0.0324, -0.0138, -0.0243], [-0.0232, 0.1008, 0.0067], [0.1149, 0.0366, -0.0651]], "smiles": "CCOCCc1nnc(NC(=O)c2cc(OC)c(OC)c(OC)c2)s1", "e_lumo_ev": 0.3493, "charge": 0, "relative_energy_ev": 4.244}



# 2
{"formula": "H2IO2PS", "method": "ωB97M-V with the def2-TZVPD basis set", "elements": ["O", "O", "P", "S", "I", "H", "H"], "positions_angstrom": [[-0.4149, -0.0413, -0.6941], [0.9166, -1.0118, 1.6242], [1.4725, -1.0537, 0.1717], [1.7046, -2.8310, -0.5236], [3.2555, 0.7108, -0.0248], [-0.7856, -0.8278, -1.0908], [0.4013, -0.3478, 1.9324]], "forces_ev_per_angstrom": [[3.5609, -0.8556, 1.7205], [2.7910, -3.4711, -0.6161], [-2.6203, 0.9927, -2.3696], [0.1976, 1.2737, 0.3196], [-1.1534, -0.9889, 0.0493], [-0.1509, -0.5372, -0.2800], [-2.6250, 3.5863, 1.1762]], "e_lumo_ev": [-1.8793, -1.8797], "charge": 0, "relative_energy_ev": 2.662}



# 3
{"formula": "C35H37CrN5P", "method": "ωB97M-V with the def2-TZVPD basis set", "elements": ["Cr", "C", "C", "C", "C", "C", "C", "C", "C", "C", "C", "C", "C", "H", "H", "H", "H", "H", "H", "H", "H", "H", "H", "H", "H", "H", "H", "H", "H", "H", "H", "C", "C", "C", "C", "C", "C", "P", "C", "C", "C", "C", "C", "C", "C", "C", "C", "C", "C", "C", "C", "C", "C", "C", "H", "H", "H", "H", "H", "H", "H", "H", "H", "H", "H", "H", "H", "H", "H", "H", "N", "N", "N", "C", "N", "N", "H", "H", "H"], "positions_angstrom": [[-0.3434, 0.4615, 1.2576], [-0.9008, -3.9529, -0.7141], [-0.3134, -3.0544, 0.3345], [-1.1665, -2.6163, 1.3545], [-2.6120, -3.0345, 1.3413], [-0.6600, -1.8908, 2.4495], [-1.3744, -2.0237, 3.7791], [0.6477, -1.3545, 2.3751], [1.2312, -0.5843, 3.5470], [1.5057, -1.8208, 1.3533], [2.9666, -1.4806, 1.4033], [1.0500, -2.7325, 0.3921], [2.0736, -3.3881, -0.4900], [-1.7389, -3.4555, -1.1983], [-1.2827, -4.8683, -0.2615], [-0.1934, -4.2283, -1.4868], [-2.7151, -4.0996, 1.5518], [-3.0456, -2.8581, 0.3587], [-3.2021, -2.4861, 2.0703], [-2.1698, -1.3026, 3.9610], [-0.6728, -1.9579, 4.6063], [-1.8261, -3.0115, 3.8298], [1.9770, -1.1797, 4.0772], [0.4574, -0.3026, 4.2586], [1.7260, 0.3334, 3.2098], [3.1422, -0.5040, 1.8438], [3.4007, -1.4807, 0.4090], [3.4990, -2.2233, 2.0002], [2.8573, -3.8245, 0.1294], [2.5482, -2.6703, -1.1603], [1.6572, -4.1871, -1.0909], [4.8107, -0.0054, -3.0812], [4.7700, 0.4021, -1.7572], [3.5559, 0.5262, -1.1040], [2.3650, 0.2100, -1.7561], [2.4156, -0.1896, -3.0896], [3.6304, -0.2906, -3.7453], [0.7937, 0.5708, -0.8604], [-0.4527, 0.0192, -2.0809], [-1.4304, 0.8864, -2.5587], [-2.2798, 0.4811, -3.5734], [-2.1979, -0.8024, -4.0892], [-1.2664, -1.6893, -3.5735], [-0.3947, -1.2801, -2.5803], [0.7498, 2.3622, -1.1657], [1.3212, 2.9433, -2.2745], [1.1685, 4.3132, -2.5117], [0.4318, 5.0761, -1.6489], [-0.1479, 4.5108, -0.4945], [-0.8834, 5.3024, 0.4073], [-1.3490, 4.7401, 1.5590], [-1.1212, 3.3815, 1.8302], [-0.4896, 2.5105, 0.9633], [0.0227, 3.1239, -0.2196], [5.7543, -0.0885, -3.5979], [5.6869, 0.6322, -1.2360], [3.5263, 0.8978, -0.0874], [1.5091, -0.3985, -3.6362], [3.6483, -0.5814, -4.7849], [-1.5050, 1.8890, -2.1619], [-2.9911, 1.1826, -3.9810], [-2.8447, -1.1060, -4.8992], [-1.1839, -2.6878, -3.9770], [0.3718, -1.9494, -2.2182], [1.8933, 2.3536, -2.9753], [1.6232, 4.7573, -3.3840], [0.2891, 6.1320, -1.8318], [-1.0435, 6.3445, 0.1789], [-1.8927, 5.3352, 2.2775], [-1.4744, 3.0433, 2.7945], [-5.1163, 1.1863, 2.1633], [-3.8545, 1.0000, 2.5833], [-3.4655, 1.2844, 3.7943], [-2.1585, 1.0830, 3.7383], [-1.7836, 0.6815, 2.5137], [-2.8825, 0.6185, 1.7899], [-5.7868, 1.2014, 2.9210], [-5.3550, 0.6281, 1.3542], [-1.5090, 1.2366, 4.5750]], "forces_ev_per_angstrom": [[1.6429, -0.2536, -0.7051], [0.0155, 0.0144, -0.0250], [0.1171, 0.0956, 0.1694], [0.0560, 0.2772, 0.1353], [0.0788, 0.0148, 0.0023], [0.3139, -0.5037, -0.1172], [-0.1234, 0.1788, -0.0802], [0.1463, -0.9342, 0.3996], [-0.0857, 0.1249, -0.2244], [-0.1619, -0.0602, 0.0816], [-0.0882, 0.0553, -0.0985], [-0.1036, 0.0833, 0.1444], [-0.0162, 0.0031, -0.0805], [-0.0624, -0.0230, -0.0828], [-0.0228, -0.0732, -0.0115], [-0.0001, -0.0173, -0.0461], [-0.0742, -0.0899, 0.0208], [-0.0700, 0.0025, -0.0269], [-0.0143, 0.0139, 0.0324], [-0.0394, -0.0781, -0.0066], [0.0148, 0.0269, 0.0132], [-0.0243, -0.0532, 0.0080], [0.0174, 0.0199, 0.0129], [0.0868, 0.0447, -0.0160], [-0.0013, -0.0523, 0.1106], [0.0587, 0.0412, 0.0792], [0.0923, -0.0257, 0.0494], [0.0679, -0.0181, 0.0828], [0.0751, -0.0096, -0.0467], [0.0740, 0.0262, -0.0961], [0.0096, -0.0466, -0.0352], [-0.0333, -0.0325, 0.0012], [0.0601, 0.0620, 0.0602], [-0.1128, -0.0055, -0.0259], [-0.0225, -0.2802, 0.3940], [-0.1396, -0.0082, 0.1146], [0.0850, 0.0038, -0.0481], [0.4102, 0.7653, -1.6107], [-0.0980, -0.2224, 0.1574], [0.1161, 0.0225, 0.0488], [-0.1207, -0.0135, -0.0465], [0.0012, 0.0173, 0.0143], [0.0780, -0.0911, -0.0873], [-0.1237, 0.0951, 0.1336], [0.1873, 0.0803, -0.0849], [-0.0695, -0.2657, 0.2675], [-0.1398, 0.2716, 0.0069], [0.0585, -0.0759, -0.1380], [0.0250, -0.2011, 0.0224], [-0.0792, -0.0663, 0.2482], [0.1029, 0.3375, -0.1684], [0.0161, -0.3157, 0.1058], [-0.1029, 0.3894, -0.0083], [0.1469, 0.2426, -0.2840], [0.1059, -0.0117, -0.0212], [0.0713, 0.0643, 0.0517], [0.0462, -0.0132, 0.0347], [0.0085, 0.0092, -0.0285], [0.0113, -0.0450, -0.0815], [0.0109, 0.0778, -0.0429], [-0.1272, 0.0510, -0.0009], [-0.0632, -0.0226, -0.0272], [-0.0349, -0.1034, -0.0239], [0.0247, -0.1370, 0.0042], [0.0199, -0.0544, -0.0347], [0.0400, 0.0492, -0.0727], [0.0171, 0.0854, -0.0201], [-0.0390, 0.1560, 0.0163], [-0.0353, 0.0904, 0.0736], [-0.0708, 0.0320, -0.0354], [-0.8944, 0.3841, -0.5051], [1.7582, -0.5801, -0.0912], [-0.1945, 0.2342, 0.5337], [-0.0637, -0.1071, -0.4011], [-2.2405, 0.4094, 1.9033], [-1.1084, 0.1563, -0.2347], [0.2237, -0.1737, 0.0074], [0.1267, -0.0686, 0.1722], [0.1829, 0.0239, 0.1081]], "s2": 6.040, "e_lumo_ev": [-2.1679, -2.3815], "multiplicity": 5, "charge": 1, "relative_energy_ev": 1.437}



# 4
{"formula": "C25H38BBr2F14N2O8PS", "method": "ωB97M-V with the def2-TZVPD basis set", "elements": ["C", "C", "P", "C", "N", "B", "O", "O", "C", "C", "Br", "C", "C", "Br", "C", "S", "C", "O", "O", "N", "C", "F", "F", "C", "F", "F", "F", "C", "C", "C", "C", "F", "F", "C", "F", "F", "C", "F", "F", "C", "F", "F", "F", "C", "C", "C", "C", "C", "C", "O", "H", "H", "H", "H", "H", "H", "H", "H", "H", "H", "H", "H", "H", "H", "H", "H", "H", "H", "H", "H", "H", "H", "H", "H", "H", "H", "H", "H", "H", "H", "H", "H", "H", "H", "H", "H", "H", "C", "O", "O", "O", "H"], "positions_angstrom": [[5.0442, 1.6152, 2.9216], [4.3331, 0.2837, 2.5935], [2.5102, 0.4971, 2.1766], [2.5086, 2.2148, 1.5117], [2.0700, -0.7940, 0.8619], [2.5672, -2.0333, 1.5997], [2.5918, -2.1002, 2.9951], [2.8501, -3.2633, 1.0418], [2.8065, -0.3954, -0.4419], [3.8077, -1.3720, -1.1225], [5.3933, -0.1984, -1.6132], [3.4929, -2.3552, -2.2605], [4.6664, -2.5608, -3.2662], [3.1755, -4.2601, -1.7164], [2.0156, 0.6047, -1.3689], [1.9741, 0.3947, -3.2119], [0.7422, -0.7047, -3.9005], [1.6608, 1.6872, -3.7831], [3.2585, 0.0963, -3.8259], [0.7225, 1.0667, -0.9212], [0.3294, 2.3741, -1.2414], [-0.2090, 3.0506, -0.1736], [1.3262, 3.2170, -1.5503], [-0.7849, 2.5920, -2.3734], [-1.0601, 1.4986, -3.0876], [-0.4096, 3.5275, -3.2064], [-1.9106, 3.0229, -1.8554], [-0.0180, 0.4046, 0.1644], [-1.5732, 0.4272, 0.0462], [-2.3005, 1.3509, 1.0358], [-3.6814, 1.8481, 0.5610], [-4.0407, 1.3986, -0.6488], [-3.5483, 3.1856, 0.4231], [-4.7854, 1.6947, 1.6354], [-4.3013, 2.2608, 2.7547], [-5.8336, 2.3895, 1.2781], [-5.2312, 0.2512, 2.0004], [-4.4289, -0.3557, 2.8905], [-6.4065, 0.3630, 2.6123], [-5.4662, -0.7367, 0.8267], [-6.0963, -1.7919, 1.3216], [-6.2729, -0.2147, -0.0472], [-4.3432, -1.1862, 0.2822], [0.5409, -0.9281, 0.7218], [-0.1706, -1.0453, 2.1086], [-1.2085, -2.1777, 2.3153], [0.3201, -2.1885, -0.1519], [-0.8950, -2.3753, -1.0699], [-0.5057, -3.3655, -2.2116], [-2.0022, -3.0425, -0.4474], [4.4292, 2.1599, 3.6468], [5.2387, 2.2527, 2.0620], [5.9784, 1.4122, 3.4488], [4.4577, -0.3620, 3.4629], [4.8845, -0.1837, 1.7558], [2.6320, 2.8757, 2.3722], [3.3631, 2.3620, 0.8334], [1.6276, 2.5664, 0.9763], [3.4856, -2.3937, 3.2304], [3.7877, -3.4720, 1.1749], [3.5692, 0.2448, 0.0009], [4.4077, -1.9350, -0.4105], [2.6315, -2.1772, -2.8930], [4.7704, -1.7349, -3.9668], [4.3866, -3.4256, -3.8746], [5.5852, -2.8584, -2.7606], [2.6729, 1.4878, -1.3637], [1.1422, -1.6529, -4.2621], [-0.0851, -0.8956, -3.2143], [0.3054, -0.2255, -4.7783], [0.0991, 1.0763, 1.0308], [-1.9752, -0.5613, 0.2785], [-1.8757, 0.5592, -0.9959], [-2.5317, 0.7466, 1.9254], [-1.7276, 2.1842, 1.4407], [0.4695, -1.1345, 2.9902], [-0.7189, -0.1441, 2.3926], [-1.4630, -2.1295, 3.3828], [-2.1528, -2.0407, 1.7948], [-0.7959, -3.1803, 2.1995], [1.1571, -2.3912, -0.8360], [0.3121, -3.1147, 0.4370], [-1.3175, -1.5001, -1.5741], [-0.2874, -4.3113, -1.6997], [-1.3606, -3.5349, -2.8644], [0.4175, -3.0927, -2.7245], [-2.8198, -2.6468, -0.7744], [-7.1039, 5.8108, 0.7679], [-6.2201, 5.9719, 1.6513], [-7.8445, 4.6317, 0.9829], [-7.4011, 6.4891, -0.2120], [-7.3538, 4.3958, 1.7835]], "forces_ev_per_angstrom": [[-0.5513, -0.0501, 0.5896], [0.5810, 0.0053, -1.2936], [-1.0330, 1.3185, 2.7125], [0.8032, -0.3446, -1.5364], [0.7400, 0.5356, -0.1992], [-0.2876, -2.7198, 1.4999], [0.5760, 1.7014, -0.9587], [0.6648, 1.7290, -0.8843], [0.7676, 0.2592, 0.1754], [0.6853, -0.5499, -0.5191], [-0.5049, 0.1100, 0.1723], [0.9866, -0.7907, -1.3171], [-0.6585, -0.6000, -0.2363], [-0.1684, 0.4161, 0.2900], [-0.0054, 0.3605, 0.4187], [1.6881, 1.7101, -4.7793], [-0.8680, -0.7829, 0.4336], [-1.7744, 0.4602, 1.9256], [0.1480, -2.0232, 1.7502], [0.3704, -1.6316, -0.0513], [-1.2160, 2.7023, -0.4103], [-0.2732, -1.0743, 0.6804], [1.1042, -0.8810, -0.4311], [-0.0319, 0.3389, -0.4719], [0.0966, -0.7592, 0.1829], [0.7724, 0.5139, -0.6024], [-0.7815, -0.2769, 0.8271], [-0.3533, 1.1801, 1.4523], [-0.1580, -0.7671, -0.4476], [-0.5896, -1.1454, 0.5885], [1.3916, 1.5927, 0.4612], [-0.3831, -0.7891, -0.1472], [-0.2458, 0.4629, -0.1034], [0.6285, -0.2012, -0.1765], [0.4199, -0.1691, 0.5291], [-0.9155, 0.0924, -0.6225], [-0.5389, -0.1442, -0.0868], [0.9937, 0.0060, -0.0786], [-0.7419, 0.2089, 0.1449], [-0.8827, -0.1769, 1.3361], [-0.0549, -0.8230, 0.4764], [-0.1263, 0.7433, -1.2639], [0.8094, 0.1617, -0.5349], [-1.4069, -0.1113, -0.5483], [-0.8241, -0.8549, 1.1109], [0.2402, 0.2365, 0.9039], [-0.1312, -0.5490, -0.6465], [-0.9213, -1.0444, -1.7953], [0.4500, -0.1329, 1.2202], [0.1460, 0.5767, 0.5513], [0.1491, 0.1438, -0.1595], [-0.0187, -0.1185, 0.0225], [0.0122, -0.0969, -0.2703], [-0.4689, -0.0759, -0.1102], [-0.0775, -0.0094, 0.1657], [0.0575, -0.2951, 0.1085], [-0.1492, 0.3040, 0.1470], [-0.0904, -0.3675, 0.3104], [-0.4670, -0.4545, 0.4906], [-0.3361, -0.6624, -0.0978], [-0.2971, 0.1984, -0.1480], [-0.7023, -0.0073, 0.4092], [-0.1854, 0.4257, 0.5482], [0.2070, 0.2285, 0.4632], [0.0229, 0.1352, 0.0191], [0.0195, 0.3545, -0.0211], [0.0041, -0.2259, -0.5055], [0.3496, 0.1346, 0.3864], [0.1967, 0.0724, 0.0367], [0.3653, 0.5359, 0.2342], [0.3981, -0.1742, -0.1474], [0.3168, -0.0236, -0.1472], [0.0829, 0.4078, 0.1650], [0.2804, 0.0291, -0.1177], [-0.0981, 0.1537, -0.4963], [0.6252, -0.0943, -0.6406], [0.3017, 0.2035, -0.5556], [0.0045, 0.0786, -0.1471], [0.2423, -0.2207, -0.3136], [-0.1924, 0.0626, -0.3801], [0.1324, 0.5927, 0.2655], [0.0910, 0.3422, 0.2785], [0.6180, 0.3943, 0.4075], [-0.0833, 0.0185, -0.2086], [0.2018, 0.1659, -0.1612], [-0.3016, 0.0466, -0.2637], [0.0829, -0.1409, 0.1278], [0.4423, 0.6054, -0.1332], [0.0866, 0.0414, -0.0429], [0.0859, -0.1905, 0.2254], [-0.1233, -0.0336, -0.1397], [-0.4209, -0.5143, 0.1053]], "e_lumo_ev": -1.8901, "charge": 0}



no.,E (hartree),F_max (eV/Å)
1,-1560.8807,1.73
2,-1188.9035,4.60
3,-3015.2541,2.97
4,-8997.2276,5.35